Entry 1:
Below is a structure of composition C4H8N4O8Zn2 in a non-equilibrium geometry, with properties calculated with ωB97M-V/def2-TZVPD.

For the HOMO energy, the calculation gives -8.0 eV. Its LUMO energy is -0.4 eV. The calculation puts the strongest force on any atom at 0.194 hartree/bohr. The calculation puts the HOMO-LUMO gap at 0.281 Eh. As for the energy above the lowest of the compared OMol25 structures with the same formula, charge and spin: 0.976 eV.

XYZ file:
```
26
Properties=species:S:1:pos:R:3:forces:R:3:lowdin_charge:R:1
Zn 0.922 -0.379 -0.682 -0.62 -0.45 -0.33 0.7214
Zn 3.458 -1.120 -2.137 -1.24 0.58 0.45 1.0390
C 1.202 -1.410 -3.090 4.08 0.12 9.11 -0.6818
O 2.285 -2.041 -3.450 0.21 -1.80 -3.00 -0.1391
O 0.517 -1.893 -2.096 -3.17 -2.50 -2.50 -0.0965
O 1.531 -0.207 -2.672 0.52 4.03 -2.07 -0.1899
C 3.239 -0.215 0.230 -5.56 2.22 -7.72 -0.6623
O 2.267 0.575 0.557 1.73 1.25 3.58 -0.0905
O 4.028 0.215 -0.720 3.67 0.58 1.25 -0.1227
O 2.694 -1.331 -0.222 0.69 -4.34 1.17 -0.1965
C -1.393 -1.425 1.446 0.40 0.64 -0.31 -0.5890
O -0.463 -1.021 0.745 -0.50 -0.73 0.77 0.0384
N -2.308 -0.535 1.966 0.07 0.22 0.17 0.1527
N -1.571 -2.686 1.874 -0.20 -1.02 -0.14 0.1895
H -3.297 -0.710 1.938 0.04 -0.18 0.12 0.1012
H -2.018 0.420 1.865 -0.18 0.15 -0.29 0.0732
H -2.397 -2.937 2.386 -0.03 0.29 0.20 0.1065
H -1.075 -3.484 1.514 0.34 0.41 -0.39 0.1247
C -0.721 2.123 -0.170 0.29 1.15 -0.17 -0.6043
O -0.222 1.272 -0.907 -1.01 0.45 0.04 0.0176
N 0.004 3.175 0.282 -0.18 -0.91 -0.26 0.1915
N -2.053 2.189 0.137 0.17 -1.19 -0.35 0.1654
H 0.842 3.337 -0.252 0.29 0.22 0.66 0.1299
H -0.414 3.791 0.948 0.39 0.55 -0.14 0.1020
H -2.437 2.801 0.829 -0.07 0.21 -0.11 0.1031
H -2.622 1.497 -0.320 -0.15 0.02 0.29 0.1164
```
Positions in Å, forces in eV/Å.

Entry 2:
Below is a structure of composition C52H35AsF5FeN10O, with properties calculated with ωB97M-V/def2-TZVPD.

For the HOMO energy, the calculation gives -3.8 eV. Its LUMO energy is 0.9 eV. Its charge is -1. The calculation puts the strongest force on any atom at 0.016 hartree/bohr. The calculation puts the HOMO-LUMO gap at 0.175 Eh. As for the energy above the lowest of the compared OMol25 structures with the same formula, charge and spin: 0.000 eV.

XYZ file:
```
105
Properties=species:S:1:pos:R:3:forces:R:3:lowdin_charge:R:1
Fe -0.267 0.277 0.021 0.35 -0.20 -0.36 0.3880
C -0.852 -5.901 2.188 0.00 -0.02 0.02 -0.0810
C -0.696 -6.230 0.844 0.00 -0.03 0.01 -0.0807
C -0.604 -5.244 -0.133 0.00 0.08 0.00 -0.0049
C -0.669 -3.932 0.288 0.00 -0.19 0.15 -0.1003
C -0.602 -2.650 -0.439 -0.08 0.07 -0.25 -0.2785
N -0.680 -1.608 0.459 -0.11 0.04 0.13 0.0867
C -0.836 -2.128 1.684 -0.04 0.16 -0.09 -0.2697
N -1.002 -1.503 2.834 0.03 0.04 -0.07 0.2079
C -0.884 -0.180 2.892 0.08 0.02 -0.15 -0.2417
C -1.284 0.548 4.111 -0.03 0.15 0.10 -0.0948
C -1.834 0.128 5.307 0.04 0.00 -0.07 -0.0104
C -2.129 1.108 6.248 -0.01 -0.01 0.04 -0.0843
C -1.878 2.455 5.991 -0.01 0.01 0.03 -0.0828
C -1.321 2.867 4.785 0.04 -0.04 -0.05 -0.0063
C -1.033 1.887 3.857 -0.10 -0.07 0.20 -0.0926
C -0.454 1.943 2.502 0.16 0.27 -0.17 -0.2525
N -0.032 3.035 1.984 -0.12 -0.22 0.23 0.2308
C 0.515 3.029 0.720 -0.04 -0.19 -0.29 -0.2807
N 0.411 2.115 -0.182 -0.02 0.23 0.15 0.1187
C 1.132 2.589 -1.479 -0.11 0.04 0.00 -0.4071
N -0.749 1.893 -3.071 0.03 0.05 0.00 0.1213
C 0.025 0.663 -3.130 0.05 -0.09 0.02 -0.3119
N -0.243 -0.211 -1.954 -0.25 -0.12 -0.09 0.1470
C -0.476 -1.411 -2.399 0.14 0.34 -0.01 -0.2635
N -0.525 -2.598 -1.718 -0.07 -0.16 0.26 0.2244
C -0.629 -1.454 -3.855 -0.02 0.11 -0.04 -0.0994
C -1.029 -2.483 -4.691 0.04 0.00 0.00 -0.0137
C -1.208 -2.181 -6.032 -0.01 -0.04 0.00 -0.0896
C -0.994 -0.886 -6.499 0.00 0.01 -0.03 -0.0796
C -0.579 0.132 -5.650 0.04 0.04 -0.01 0.0004
C -0.390 -0.170 -4.312 -0.07 -0.07 0.04 -0.0717
C 1.748 3.890 -1.008 0.02 -0.01 0.06 -0.0926
C 2.594 4.747 -1.683 -0.02 0.00 0.00 -0.0015
C 3.003 5.905 -1.031 0.01 0.00 -0.03 -0.0871
C 2.573 6.193 0.264 0.01 0.03 0.03 -0.0987
C 1.728 5.324 0.942 -0.04 0.00 0.01 -0.0230
C 1.329 4.174 0.280 0.06 -0.02 -0.10 -0.1063
N -0.404 0.657 1.974 -0.11 -0.21 0.02 0.0982
C -0.829 -3.604 1.624 0.01 -0.16 -0.08 -0.1032
C -0.925 -4.574 2.602 -0.02 0.06 -0.03 -0.0071
H -0.918 -6.695 2.922 0.00 0.00 0.00 0.0976
H -0.644 -7.274 0.558 0.00 0.00 0.00 0.0979
H -0.485 -5.487 -1.181 0.00 0.01 -0.01 0.1130
H -2.028 -0.920 5.490 0.00 -0.01 0.00 0.1100
H -2.566 0.825 7.198 0.00 0.00 0.00 0.0968
H -2.125 3.192 6.745 0.00 0.00 0.00 0.0974
H -1.123 3.909 4.573 0.00 0.00 -0.01 0.1132
H -1.210 -3.473 -4.293 -0.01 0.00 0.00 0.1072
H -1.536 -2.950 -6.722 0.00 0.00 0.00 0.0948
H -1.163 -0.667 -7.547 0.00 0.00 0.00 0.0963
H -0.418 1.131 -6.030 -0.01 -0.01 0.01 0.1055
H 2.930 4.504 -2.684 0.00 0.00 0.00 0.1133
H 3.674 6.595 -1.530 0.00 0.00 0.00 0.0939
H 2.913 7.100 0.748 0.00 0.00 0.00 0.0918
H 1.392 5.526 1.951 0.00 0.00 0.00 0.1043
H -1.048 -4.303 3.642 0.00 0.00 0.00 0.1109
C 4.004 -0.351 -0.971 -0.12 -0.26 -0.24 -0.2875
As 2.317 -0.466 0.010 0.05 0.57 0.61 1.2348
C 2.888 0.785 1.405 0.11 0.00 -0.03 -0.2677
C 2.616 -2.177 1.037 -0.10 -0.01 -0.07 -0.3075
C 3.910 -2.324 1.758 0.05 0.02 0.00 -0.3108
C 5.041 -2.840 1.124 -0.03 0.00 0.01 -0.0685
C 6.251 -2.946 1.792 0.00 0.00 -0.01 -0.0971
C 6.360 -2.534 3.113 0.02 0.00 0.01 -0.1120
C 5.243 -2.022 3.758 0.01 0.00 0.01 -0.0949
C 4.034 -1.920 3.088 0.00 0.00 -0.02 -0.0654
H 4.835 -0.497 -0.282 0.00 -0.03 0.03 0.0162
H 4.005 0.649 -1.405 -0.03 -0.07 0.05 0.0067
H 4.056 -1.092 -1.769 0.01 -0.02 0.01 0.0209
H 3.834 0.472 1.849 0.00 0.02 -0.02 0.0218
H 2.125 0.869 2.178 0.03 -0.01 0.00 0.0113
H 3.016 1.751 0.918 0.00 0.00 0.02 0.0264
H 2.472 -2.984 0.315 0.01 0.00 0.00 0.0724
H 1.783 -2.224 1.743 0.02 0.01 -0.01 0.0545
H 4.965 -3.163 0.092 0.00 0.00 0.00 0.1097
H 7.114 -3.350 1.277 0.00 0.00 0.00 0.0962
H 7.305 -2.614 3.635 0.00 0.00 0.00 0.0919
H 5.312 -1.699 4.790 0.00 0.00 0.00 0.0972
H 3.166 -1.519 3.599 0.00 0.00 0.00 0.1125
N 1.298 3.755 -5.645 -0.03 0.04 0.01 0.0875
C 1.086 2.785 -4.645 0.08 -0.13 0.02 -0.3277
C -0.115 3.015 -3.806 -0.02 0.02 -0.03 -0.1111
C -0.094 2.953 -2.321 -0.01 0.02 0.05 -0.1109
N 2.023 1.634 -1.951 -0.01 -0.03 0.09 -0.0029
C 1.576 0.953 -3.131 0.01 0.03 -0.02 -0.2949
C 1.874 1.745 -4.385 -0.10 0.11 -0.05 -0.0025
H 0.442 4.101 -6.056 0.01 -0.01 -0.01 0.0712
H 1.942 3.452 -6.361 0.01 0.00 0.01 0.0778
H -0.853 3.683 -4.242 0.01 0.00 0.00 0.1425
H -0.789 3.604 -1.803 0.05 -0.03 -0.03 0.1401
H 2.072 -0.027 -3.193 0.00 0.00 0.00 0.1296
H 2.760 1.530 -4.974 0.01 0.01 0.00 0.1079
F -5.658 0.746 -4.225 0.00 0.00 0.00 0.0833
C -4.823 0.779 -3.167 -0.01 0.01 -0.01 -0.1593
C -4.488 -0.379 -2.494 -0.01 0.03 -0.02 -0.1550
F -5.018 -1.551 -2.887 0.00 0.00 0.01 0.0938
C -3.633 -0.337 -1.409 0.02 0.10 0.01 -0.1439
F -3.394 -1.496 -0.768 0.16 -0.13 0.06 0.0913
C -3.025 0.848 -0.948 0.04 0.15 -0.03 -0.2933
O -2.187 0.917 0.038 0.03 -0.20 0.05 -0.1019
C -3.440 2.005 -1.641 0.03 -0.08 0.00 -0.1549
F -2.940 3.197 -1.268 -0.07 0.00 0.02 0.0873
C -4.296 1.977 -2.720 -0.01 -0.02 0.01 -0.1571
F -4.604 3.116 -3.366 0.00 0.01 -0.01 0.0921
```
Positions in Å, forces in eV/Å.